# 1
Here is C4H7NO as an isolated structure at a distorted geometry from the OMol25 dataset. Energies are from the ωB97M-V functional and the def2-TZVPD basis.

Geometry (Å):
C 0.70007 -0.77987 1.50288
C 1.19871 -0.43714 -0.63385
C -0.68466 -0.33831 -0.28285
C -1.24174 1.05055 -0.55569
N 1.60373 -0.69986 0.64505
O -0.57294 -0.63727 1.10186
H 0.92174 -0.63313 2.56566
H 1.51319 -1.15978 -1.28993
H 1.60487 0.55894 -0.79985
H -0.98519 -1.24394 -0.88943
H -1.38872 1.56660 -1.49474
H -0.53005 1.61446 0.10067
H -2.13902 1.13874 0.03021

HOMO-LUMO gap = 10.06 eV
Net charge = 0
HOMO = -9.01 eV
Energy above the lowest of the compared OMol25 structures with the same formula, charge and spin = 284.8 kJ/mol

# 2
Here is a 2-piece molecular cluster, C4H7NO2 overall at a distorted geometry from the OMol25 dataset. Energies are from the ωB97M-V functional and the def2-TZVPD basis.

Geometry (Å):
C 4.65325 0.06193 0.01347
C -0.08263 1.03304 0.85493
C 0.74437 -0.14566 0.48919
C -0.08304 -1.38399 0.20980
N 0.41523 0.92854 -0.52620
O 3.89731 0.86603 -0.29064
O 5.42645 -0.72960 0.29894
H -1.17575 1.00543 0.91000
H 0.34685 1.84289 1.42962
H -0.03020 -2.03670 1.08204
H 0.34255 -1.93060 -0.63531
H -1.14903 -1.18780 -0.00440
H -0.28828 0.79643 -1.25195
H 1.17701 1.54039 -0.78798

HOMO-LUMO gap = 7.72 eV
Net charge = 0
HOMO = -7.05 eV
Energy above the lowest of the compared OMol25 structures with the same formula, charge and spin = 315.9 kJ/mol

# 3
Here is a 2-piece molecular cluster, C8H9OP overall at a distorted geometry from the OMol25 dataset. Energies are from the ωB97M-V functional and the def2-TZVPD basis.

Geometry (Å):
C 2.66170 -0.84086 0.31022
C 2.24143 -0.29178 -0.87223
C 1.83011 -1.72927 1.04981
C 0.88879 -0.44963 -1.24381
C 0.49392 -1.78741 0.68538
C 0.05241 -1.18394 -0.45162
C -2.88461 1.00209 0.73388
C -1.93354 1.36125 -0.11413
O -2.36566 -2.33638 0.02507
P -1.65143 -1.41350 -0.94647
H 3.72137 -0.71933 0.45132
H 2.96886 0.16180 -1.57986
H 2.22439 -2.45754 1.73027
H 0.64914 -0.20970 -2.29210
H -0.06946 -2.55943 1.19561
H -2.79929 1.07591 1.80061
H -3.74867 0.50132 0.31603
H -2.08476 1.19513 -1.23288
H -1.11043 2.06914 0.18797

HOMO-LUMO gap = 8.41 eV
SMILES = O=Pc1ccccc1.C=C
Net charge = 0
HOMO = -9.00 eV
Energy above the lowest of the compared OMol25 structures with the same formula, charge and spin = 90.3 kJ/mol

# 4
Here is C37H31F5N4OP2S2TeTi as an isolated structure from the OMol25 dataset. Energies are from the ωB97M-V functional and the def2-TZVPD basis.

Geometry (Å):
Ti -0.58589 0.41034 -2.35761
C -2.08935 -0.62176 1.02793
P -1.16728 0.03751 2.48913
C -1.60726 -1.21249 3.76528
C -2.81414 -1.23398 4.46352
C -3.08848 -2.24232 5.37605
C -2.16397 -3.25498 5.59690
C -0.96385 -3.25084 4.90097
C -0.68569 -2.23333 3.99810
C -2.22270 1.45116 3.01661
C -1.97647 2.01584 4.27291
C -2.64807 3.15045 4.69616
C -3.57658 3.76101 3.85982
C -3.82576 3.21999 2.60890
C -3.15926 2.07225 2.19079
C -1.30232 -1.61823 0.23773
C -1.09306 -2.93248 0.59929
C -0.23607 -3.49530 -0.37536
C 0.02768 -2.49266 -1.27887
C 1.05512 -2.50086 -2.37446
P 1.86948 -0.89675 -2.05619
C 2.66102 -1.20722 -0.42151
C 2.05568 -0.70465 0.72600
C 2.61335 -0.91982 1.97918
C 3.78963 -1.64448 2.10240
C 4.40305 -2.15406 0.96464
C 3.84352 -1.93422 -0.28593
C 3.35996 -0.76247 -3.09544
C 3.97151 0.48623 -3.16614
C 5.12359 0.66313 -3.91647
C 5.66624 -0.40375 -4.62020
C 5.04627 -1.64437 -4.57596
C 3.89762 -1.82140 -3.81807
N -0.62157 -1.32380 -0.92897
H -2.33626 0.21895 0.38848
H -3.03305 -1.05362 1.36965
H -3.54821 -0.45614 4.28920
H -4.03230 -2.24289 5.90840
H -2.38131 -4.04570 6.30499
H -0.24025 -4.04171 5.05761
H 0.24848 -2.23888 3.44784
H -1.24480 1.55147 4.92708
H -2.44304 3.56462 5.67655
H -4.09826 4.65385 4.18217
H -4.54225 3.68531 1.94350
H -3.37645 1.67773 1.20667
H -1.52503 -3.42064 1.46130
H 0.16037 -4.49930 -0.41336
H 0.63898 -2.46758 -3.38433
H 1.70954 -3.36790 -2.26187
H 1.12415 -0.16255 0.64000
H 2.11276 -0.52291 2.85511
H 4.22702 -1.81392 3.07964
H 5.32123 -2.72375 1.05060
H 4.33632 -2.32638 -1.16753
H 3.51361 1.32592 -2.65521
H 5.58589 1.64148 -3.97206
H 6.55706 -0.26257 -5.22081
H 5.44817 -2.47298 -5.14690
H 3.40171 -2.78445 -3.81040
S -3.09819 -0.03114 -1.97376
C -3.99836 1.38706 -2.39916
C -5.40899 1.36572 -2.15443
N -6.54034 1.33002 -1.93464
C -3.40107 2.49968 -2.90044
S -1.68238 2.57713 -3.12693
C -4.16844 3.66940 -3.19965
N -4.77503 4.62525 -3.41978
F 1.70099 -0.34924 -5.28562
Te -0.14190 0.10096 -5.81056
F 0.74239 1.68930 -2.74080
F 0.49678 0.04147 -7.65745
F -1.96360 -0.05519 -6.49910
F -0.22171 -1.76794 -6.00479
O -0.65898 -0.42994 -3.84019
C 1.78235 3.94643 0.78758
C 0.38720 3.51245 1.23789
C -0.12425 2.45051 0.38275
N -0.52162 1.63558 -0.31377
H 2.14121 4.75447 1.42494
H 1.76192 4.29213 -0.24490
H 2.48151 3.11301 0.85098
H -0.32447 4.33883 1.20392
H 0.39497 3.12690 2.26047

HOMO-LUMO gap = 5.76 eV
Net charge = -2
HOMO = -2.00 eV
Energy above the lowest of the compared OMol25 structures with the same formula, charge and spin = 10.0 kJ/mol

# 5
Here is a 2-piece molecular cluster, C3H12N2S2 overall from the OMol25 dataset. Energies are from the ωB97M-V functional and the def2-TZVPD basis.

Geometry (Å):
C 1.01469 -1.51293 -0.63499
S 0.32990 -0.03799 -1.50046
S 1.63231 0.07457 -3.08978
H 1.11915 -2.30613 -1.36973
H 0.27292 -1.83059 0.09744
H 1.95893 -1.30106 -0.14634
H 2.44974 1.02548 -2.60155
C -0.47997 -0.92379 2.98023
N -1.38444 0.19376 3.25080
C -2.05743 0.72117 2.06343
N -1.24587 1.59933 1.25516
H 0.00139 -1.21719 3.91130
H -1.01989 -1.78226 2.56156
H 0.30010 -0.59645 2.29783
H -2.07383 -0.09535 3.92621
H -2.90585 1.28850 2.44972
H -2.46702 -0.07362 1.42483
H -0.93627 2.34601 1.85668
H -0.38718 1.13637 0.95225

HOMO-LUMO gap = 9.69 eV
SMILES = CNCN.CSS
Net charge = 0
HOMO = -9.06 eV
Energy above the lowest of the compared OMol25 structures with the same formula, charge and spin = 33.5 kJ/mol

The highest HOMO belongs to which entry? C37H31F5N4OP2S2TeTi